Entry 1:
Formula: C42H44BF5N10OPSTa
Source: OMol25
Level of theory: ωB97M-V with the def2-TZVPD basis set

The LUMO energy is -6.93 eV. As for the gap between HOMO and LUMO: 6.33 eV. Its total charge is +2. For the HOMO energy, the calculation gives -13.3 eV.

Geometry (Å):
Ta1 0.222 -0.179 -0.219
C1 -0.501 1.966 -5.011
C2 0.286 1.788 -3.855
N1 -0.220 1.587 -2.664
C3 -1.572 1.552 -2.537
C4 -2.449 1.698 -3.632
C5 -1.862 1.916 -4.900
C6 -3.842 1.596 -3.409
C7 -4.327 1.400 -2.144
C8 -3.458 1.318 -1.039
C9 -2.105 1.386 -1.230
N2 -1.107 1.320 -0.223
C10 -0.933 2.452 0.583
C11 -1.893 3.361 0.963
C12 -1.554 4.467 1.762
C13 -0.264 4.691 2.160
C14 0.758 3.812 1.742
C15 2.126 3.992 2.038
C16 3.053 3.138 1.501
C17 2.622 2.079 0.693
N3 1.348 1.846 0.453
C18 0.411 2.691 0.958
H1 -0.021 2.140 -5.963
H2 1.369 1.805 -3.921
H3 -2.502 2.048 -5.765
H4 -4.516 1.674 -4.252
H5 -5.392 1.307 -1.981
H6 -3.864 1.174 -0.045
H7 -2.917 3.243 0.640
H8 -2.335 5.153 2.060
H9 -0.007 5.554 2.761
H10 2.429 4.817 2.670
H11 4.111 3.270 1.676
H12 3.337 1.423 0.214
B1 2.666 -0.917 -1.981
N4 1.429 -1.195 -2.867
C19 1.295 -1.729 -4.079
C20 -0.055 -1.987 -4.301
C21 -0.690 -1.573 -3.142
N5 0.228 -1.093 -2.287
N6 2.605 -2.054 -0.939
C22 3.268 -3.203 -0.802
C23 2.579 -3.996 0.109
C24 1.479 -3.232 0.480
N7 1.514 -2.058 -0.159
H13 3.674 -0.944 -2.609
H14 2.442 0.149 -1.394
H15 2.145 -1.901 -4.719
H16 -0.503 -2.421 -5.177
H17 -1.739 -1.586 -2.895
H18 4.170 -3.409 -1.355
H19 2.833 -4.989 0.437
H20 0.671 -3.473 1.151
F1 -4.812 -1.657 4.861
C25 -4.154 -1.655 3.720
C26 -3.090 -0.785 3.535
F2 -2.740 0.071 4.491
C27 -2.399 -0.819 2.343
F3 -1.374 0.022 2.152
C28 -2.714 -1.687 1.311
S1 -1.754 -1.817 -0.146
C29 -3.810 -2.525 1.505
F4 -4.175 -3.355 0.538
C30 -4.520 -2.518 2.695
F5 -5.542 -3.338 2.860
O1 1.175 -0.369 1.893
P1 2.110 -0.585 3.066
N8 1.595 0.337 4.312
C31 0.497 1.309 4.272
C32 0.783 2.249 5.457
C33 1.858 1.528 6.304
C34 1.922 0.116 5.722
N9 2.106 -2.167 3.503
C35 3.258 -3.023 3.832
C36 2.684 -4.027 4.829
C37 1.245 -4.201 4.335
C38 0.842 -2.778 3.956
N10 3.647 -0.145 2.666
C39 4.345 -0.807 1.550
C40 5.710 -0.131 1.545
C41 5.992 0.033 3.040
C42 4.629 0.400 3.633
H21 -0.461 0.803 4.417
H22 0.472 1.819 3.312
H23 -0.127 2.411 6.031
H24 1.143 3.219 5.117
H25 1.609 1.515 7.363
H26 2.825 2.018 6.187
H27 1.174 -0.528 6.199
H28 2.898 -0.350 5.841
H29 4.090 -2.448 4.240
H30 3.602 -3.548 2.935
H31 2.688 -3.609 5.837
H32 3.244 -4.959 4.833
H33 0.582 -4.625 5.086
H34 1.228 -4.847 3.455
H35 0.440 -2.244 4.824
H36 0.091 -2.738 3.162
H37 3.788 -0.675 0.624
H38 4.467 -1.881 1.723
H39 5.664 0.843 1.051
H40 6.461 -0.735 1.040
H41 6.749 0.785 3.253
H42 6.335 -0.918 3.451
H43 4.498 1.482 3.710
H44 4.515 -0.021 4.631

***

Entry 2:
Formula: C42H44Cl4N8
Source: OMol25
Level of theory: ωB97M-V with the def2-TZVPD basis set

The LUMO energy is 0.45 eV. As for the gap between HOMO and LUMO: 9.64 eV. For the energy above the lowest of the compared OMol25 structures with the same formula, charge and spin, the calculation gives 14.0 kcal per mole. Its total charge is 0. As for the SMILES: c1ccncc1.c1ccncc1.c1ccncc1.c1ccncc1.c1ccncc1.c1ccncc1.c1ccncc1.c1ccncc1.ClCCl.ClCCl. For the HOMO energy, the calculation gives -9.2 eV.

Geometry (Å):
N1 1.426 1.620 -3.167
C1 2.382 1.037 -3.918
C2 2.369 1.142 -5.292
C3 1.282 1.726 -5.928
C4 0.285 2.279 -5.154
C5 0.436 2.267 -3.766
H1 3.190 0.612 -3.341
H2 3.139 0.664 -5.887
H3 1.200 1.727 -7.006
H4 -0.550 2.784 -5.622
H5 -0.322 2.630 -3.083
N2 -1.511 -4.235 -3.546
C6 -1.269 -4.184 -2.250
C7 -0.097 -4.683 -1.667
C8 0.833 -5.260 -2.511
C9 0.568 -5.344 -3.872
C10 -0.634 -4.878 -4.339
H6 -1.945 -3.610 -1.622
H7 0.046 -4.731 -0.597
H8 1.753 -5.670 -2.112
H9 1.256 -5.824 -4.555
H10 -0.930 -4.965 -5.376
N3 -1.940 -1.501 -0.439
C11 -0.844 -1.411 0.339
C12 -0.236 -0.218 0.671
C13 -0.652 0.908 -0.033
C14 -1.689 0.846 -0.927
C15 -2.357 -0.377 -1.029
H11 -0.547 -2.372 0.744
H12 0.593 -0.225 1.363
H13 -0.126 1.826 0.208
H14 -2.049 1.744 -1.399
H15 -3.293 -0.442 -1.575
N4 1.945 -2.547 2.426
C16 2.161 -2.258 3.700
C17 3.213 -2.859 4.408
C18 3.958 -3.852 3.813
C19 3.686 -4.176 2.471
C20 2.740 -3.412 1.804
H16 1.542 -1.478 4.124
H17 3.416 -2.502 5.410
H18 4.659 -4.414 4.415
H19 4.297 -4.945 2.020
H20 2.566 -3.649 0.760
N5 6.495 2.034 0.661
C21 5.687 3.063 0.447
C22 4.308 2.929 0.274
C23 3.789 1.651 0.366
C24 4.630 0.567 0.537
C25 6.000 0.785 0.620
H21 6.150 4.037 0.543
H22 3.645 3.762 0.084
H23 2.716 1.507 0.319
H24 4.280 -0.456 0.466
H25 6.722 -0.016 0.654
N6 0.285 4.113 0.726
C26 0.412 4.312 -0.591
C27 0.557 5.547 -1.187
C28 0.767 6.625 -0.337
C29 0.721 6.459 1.044
C30 0.529 5.160 1.512
H26 0.370 3.424 -1.215
H27 0.685 5.705 -2.249
H28 1.027 7.617 -0.691
H29 0.814 7.285 1.732
H30 0.620 4.965 2.576
N7 0.932 1.048 6.064
C31 2.054 1.510 5.496
C32 2.163 1.855 4.149
C33 1.110 1.602 3.286
C34 -0.042 1.121 3.878
C35 -0.110 0.875 5.243
H31 2.947 1.553 6.106
H32 3.105 2.234 3.772
H33 1.044 1.861 2.238
H34 -0.903 0.824 3.290
H35 -1.030 0.515 5.685
N8 -5.534 -2.092 0.309
C36 -6.122 -3.219 0.714
C37 -6.135 -3.678 2.026
C38 -5.428 -2.959 2.970
C39 -4.677 -1.864 2.562
C40 -4.844 -1.440 1.251
H36 -6.551 -3.763 -0.122
H37 -6.684 -4.561 2.323
H38 -5.476 -3.231 4.019
H39 -4.039 -1.333 3.254
H40 -4.440 -0.462 1.009
C41 -4.490 -2.974 -3.265
Cl1 -5.152 -4.597 -2.838
Cl2 -5.898 -1.973 -3.703
H41 -4.123 -2.503 -2.362
H42 -3.790 -3.165 -4.065
C42 -4.714 4.103 -1.677
Cl3 -4.960 2.731 -0.571
Cl4 -3.102 4.056 -2.392
H43 -5.489 3.996 -2.427
H44 -4.775 5.058 -1.171

***

Entry 3:
Formula: C42H44IrNP2
Source: OMol25
Level of theory: ωB97M-V with the def2-TZVPD basis set

The spin multiplicity is 5. The LUMO energy (alpha / beta) is -4.55 / -8.73 eV. As for the gap between HOMO and LUMO (alpha / beta): 7.12 / 4.07 eV. Its total charge is +2. For the HOMO energy (alpha / beta), the calculation gives -11.7 / -12.8 eV.

Geometry (Å):
Ir1 0.289 0.305 0.162
C1 -1.765 1.195 -0.388
C2 -2.543 0.651 0.684
C3 -2.113 1.250 1.893
C4 -1.085 2.188 1.598
C5 -0.886 2.200 0.177
C6 -0.269 3.330 -0.578
C7 -0.454 3.099 2.584
C8 -2.679 1.005 3.237
C9 -3.685 -0.282 0.555
C10 -2.101 1.044 -1.835
H1 -1.020 4.108 -0.718
H2 0.077 3.032 -1.565
H3 0.563 3.768 -0.032
H4 -1.155 3.893 2.849
H5 0.446 3.564 2.191
H6 -0.212 2.570 3.504
H7 -3.362 1.813 3.503
H8 -1.899 0.983 3.997
H9 -3.237 0.075 3.259
H10 -4.609 0.238 0.816
H11 -3.587 -1.123 1.240
H12 -3.791 -0.666 -0.455
H13 -2.884 1.759 -2.099
H14 -2.487 0.049 -2.051
H15 -1.247 1.241 -2.480
C11 3.742 -0.257 -0.497
N1 3.507 -1.567 0.019
C12 2.980 -1.683 1.346
P1 1.121 -1.413 1.611
C13 0.978 -1.644 3.416
C14 2.036 -1.916 4.282
C15 1.792 -2.106 5.633
C16 0.508 -1.994 6.141
C17 -0.551 -1.730 5.282
C18 -0.316 -1.569 3.929
C19 0.459 -2.966 0.941
C20 -0.038 -2.948 -0.360
C21 -0.474 -4.117 -0.954
C22 -0.428 -5.307 -0.240
C23 0.045 -5.326 1.064
C24 0.487 -4.158 1.660
C25 4.255 -2.644 -0.492
C26 5.589 -2.468 -0.873
C27 6.332 -3.538 -1.329
C28 5.762 -4.800 -1.417
C29 4.438 -4.979 -1.045
C30 3.686 -3.916 -0.582
P2 2.219 0.596 -1.221
C31 2.111 0.001 -2.934
C32 1.316 0.716 -3.834
C33 1.151 0.264 -5.130
C34 1.768 -0.909 -5.539
C35 2.540 -1.633 -4.645
C36 2.695 -1.195 -3.342
C37 2.935 2.267 -1.256
C38 3.074 2.879 -0.007
C39 3.613 4.145 0.093
C40 4.001 4.820 -1.056
C41 3.873 4.213 -2.294
C42 3.344 2.938 -2.402
H16 4.470 -0.290 -1.311
H17 4.104 0.426 0.282
H18 3.468 -0.946 2.001
H19 3.190 -2.692 1.715
H20 3.049 -2.000 3.921
H21 2.608 -2.353 6.294
H22 0.331 -2.106 7.200
H23 -1.555 -1.672 5.675
H24 -1.137 -1.385 3.251
H25 -0.071 -1.998 -0.903
H26 -0.844 -4.108 -1.969
H27 -0.777 -6.220 -0.695
H28 0.079 -6.253 1.617
H29 0.846 -4.168 2.678
H30 6.068 -1.508 -0.759
H31 7.368 -3.392 -1.593
H32 6.351 -5.638 -1.757
H33 3.988 -5.957 -1.117
H34 2.654 -4.059 -0.302
H35 0.842 1.637 -3.523
H36 0.536 0.818 -5.824
H37 1.645 -1.262 -6.551
H38 3.022 -2.546 -4.957
H39 3.271 -1.788 -2.648
H40 2.736 2.354 0.881
H41 3.737 4.611 1.059
H42 4.398 5.819 -0.981
H43 4.186 4.741 -3.180
H44 3.251 2.476 -3.372

***

Entry 4:
Formula: C42H45BBaF2N14O9S
Source: OMol25
Level of theory: ωB97M-V with the def2-TZVPD basis set

The spin multiplicity is 2. The LUMO energy (alpha / beta) is 1.52 / 0.11 eV. As for the gap between HOMO and LUMO (alpha / beta): 6.83 / 5.42 eV. For the energy above the lowest of the compared OMol25 structures with the same formula, charge and spin, the calculation gives 7.5 kcal per mole. Its total charge is -1. For the HOMO energy (alpha / beta), the calculation gives -5.3 / -5.3 eV.

Geometry (Å):
Ba1 -0.120 -0.053 0.782
C1 -5.079 0.747 2.339
C2 -4.063 0.145 1.615
N1 -2.884 0.734 1.849
N2 -3.170 1.698 2.715
C3 -4.464 1.737 3.042
B1 -2.042 2.526 3.289
N3 -1.123 3.071 2.174
C4 0.112 3.645 2.332
C5 0.416 4.267 1.162
C6 -0.693 4.023 0.317
N4 -1.619 3.338 0.968
N5 -1.156 1.629 4.062
C7 -0.680 1.881 5.306
C8 0.267 0.921 5.588
C9 0.271 0.104 4.437
N6 -0.581 0.526 3.520
N7 -2.675 3.727 4.036
C10 -3.172 4.817 3.382
C11 -3.861 5.585 4.271
C12 -3.772 4.869 5.481
N8 -3.076 3.737 5.332
H1 -6.149 0.473 2.322
H2 -4.128 -0.677 0.937
H3 -4.924 2.455 3.733
H4 0.712 3.522 3.275
H5 1.363 4.701 0.867
H6 -0.805 4.265 -0.729
H7 -1.114 2.639 5.940
H8 0.824 0.834 6.518
H9 0.859 -0.772 4.251
H10 -2.920 4.951 2.357
H11 -4.282 6.537 4.084
H12 -4.121 5.180 6.448
F1 4.042 2.949 4.135
C13 3.816 2.598 2.828
C14 2.772 1.744 2.545
C15 2.422 1.397 1.245
C16 3.265 1.943 0.253
C17 4.318 2.832 0.596
F2 5.092 3.459 -0.344
C18 4.595 3.210 1.875
C19 3.042 1.529 -1.177
C20 3.789 1.978 -2.260
C21 3.555 1.518 -3.547
C22 2.566 0.569 -3.749
C23 1.822 0.218 -2.628
N9 2.005 0.669 -1.404
H13 2.209 1.402 3.434
H14 5.331 3.968 2.125
H15 4.562 2.672 -2.126
H16 4.133 1.913 -4.377
H17 2.360 0.153 -4.739
H18 1.037 -0.532 -2.693
O1 -1.965 -6.919 -1.125
C24 -1.607 -5.828 -0.818
C25 -1.820 -5.113 0.489
O2 -2.406 -5.628 1.407
C26 -1.240 -3.704 0.353
C27 -0.581 -3.621 -0.981
O3 0.076 -2.650 -1.348
C28 -0.869 -4.914 -1.739
O4 -0.605 -5.198 -2.875
O5 -1.207 -2.808 1.165
C29 4.705 -5.739 1.270
C30 4.750 -4.379 1.992
N10 3.421 -3.900 2.330
C31 2.803 -4.559 3.479
C32 1.820 -5.650 3.112
C33 2.823 -2.858 1.703
C34 3.599 -2.010 0.709
N11 1.633 -2.465 1.971
H19 5.674 -5.993 0.876
H20 3.991 -5.686 0.463
H21 4.436 -6.523 1.974
H22 5.245 -3.610 1.414
H23 5.352 -4.481 2.908
H24 2.292 -3.827 4.077
H25 3.621 -4.932 4.096
H26 1.241 -5.364 2.245
H27 1.128 -5.826 3.915
H28 2.337 -6.608 2.977
H29 4.508 -1.581 1.156
H30 3.005 -1.135 0.442
H31 3.889 -2.543 -0.180
H32 1.146 -3.081 2.621
C35 0.728 1.640 -7.591
C36 -0.203 0.518 -7.152
S1 -1.624 1.186 -6.297
O6 -1.163 1.950 -5.171
O7 -2.391 1.939 -7.268
C37 -2.487 -0.298 -5.781
C38 -3.688 0.063 -4.875
N12 -3.252 0.276 -3.488
C39 -2.644 -0.588 -2.661
N13 -2.267 -0.050 -1.524
C40 -2.609 1.275 -1.595
C41 -3.237 1.503 -2.772
N14 -3.928 2.692 -3.150
O8 -4.685 2.641 -4.145
O9 -3.775 3.688 -2.511
C42 -2.507 -2.030 -2.921
H33 1.615 1.166 -8.050
H34 1.064 2.221 -6.724
H35 0.257 2.306 -8.314
H36 0.318 -0.130 -6.446
H37 -0.575 -0.079 -7.966
H38 -1.764 -0.937 -5.301
H39 -2.795 -0.758 -6.695
H40 -4.371 -0.778 -4.892
H41 -4.192 0.935 -5.223
H42 -2.468 1.982 -0.785
H43 -3.081 -2.326 -3.768
H44 -2.886 -2.514 -2.026
H45 -1.473 -2.332 -2.980